Here is a molecular structure, C29H27Br2F5N7O4PbS2 from the OMol25 dataset. Energies are from ωB97M-V/def2-TZVPD.

- Gap between HOMO and LUMO: 7.2 eV
- Multiplicity: 1
- HOMO level: -0.17682 Eh
- LUMO level: 2.4 eV
- E_tot: -8442.315101 a.u.
- Energy relative to the best compared isomer or geometry (same formula, charge and spin): 0.0 kJ/mol
- Net charge: -1

```
77
C29H27Br2F5N7O4PbS2, DFT ωB97M-V/def2-TZVPD
Pb 0.24805 0.05883 -0.14290
N 1.68093 -1.91718 0.70035
C 1.21907 -3.29193 0.53243
C -0.04414 -3.58580 1.33435
N -1.10342 -2.61911 1.14542
C -2.17434 -2.73269 2.12045
C -3.17271 -1.58292 2.04862
N -2.53041 -0.30126 2.29969
H 1.70939 -1.62930 1.67663
H 2.59702 -1.77528 0.29149
H 1.03278 -3.45121 -0.53308
H 1.96760 -4.02539 0.85434
H -0.34820 -4.61914 1.09512
H 0.21002 -3.57021 2.39899
H -1.47787 -2.61452 0.20326
H -2.73617 -3.67559 2.00676
H -1.71834 -2.74830 3.11563
H -3.60133 -1.55270 1.04338
H -3.98376 -1.80552 2.75588
H -3.15839 0.47662 2.15842
H -2.11832 -0.24858 3.22160
Br 2.47744 0.50233 4.86395
C 1.69931 1.93424 3.88698
C 1.70275 3.20897 4.45025
C 1.15127 4.25939 3.76913
Br 1.16289 5.98268 4.58623
C 0.58004 4.07523 2.49163
C 0.01844 5.10541 1.70344
C -0.50445 4.82156 0.47470
C -0.48274 3.49533 0.01105
N 0.03511 2.52030 0.71716
C 0.57077 2.76859 1.93581
C 1.14366 1.62416 2.63400
O 1.14209 0.44455 2.14845
H 2.14278 3.36211 5.42566
H 0.01763 6.11767 2.08459
H -0.92799 5.60157 -0.14404
H -0.89952 3.22059 -0.94910
F 5.13598 2.99948 0.02163
C 4.44920 2.03627 -0.62881
C 3.16845 1.71898 -0.23183
C 2.42555 0.75211 -0.90307
C 3.02551 0.09129 -2.00352
C 4.35183 0.39792 -2.30640
F 5.03663 -0.29127 -3.26046
C 5.08009 1.36917 -1.65505
C 2.23013 -0.86065 -2.82832
C 2.59702 -1.26546 -4.11499
C 1.78367 -2.13752 -4.81616
C 0.61858 -2.60526 -4.23516
C 0.30877 -2.13992 -2.97106
N 1.08161 -1.29933 -2.29114
H 2.75714 2.24620 0.62258
H 6.09766 1.58919 -1.94422
H 3.49573 -0.89607 -4.57772
H 2.06086 -2.44594 -5.81696
H -0.05398 -3.27357 -4.75473
H -0.61623 -2.43262 -2.48816
F -4.30466 1.30322 -4.30582
C -4.05143 0.31375 -3.42846
F -4.90936 0.45379 -2.40808
F -4.32806 -0.84833 -4.03711
S -2.29319 0.34485 -2.84914
O -1.55132 0.03948 -4.04281
O -2.13307 1.71767 -2.38341
O -2.32077 -0.65573 -1.80771
S 1.57013 3.03453 -3.39530
C 0.41695 3.86732 -4.23858
N -0.91916 3.50208 -4.13442
C -1.90288 4.11874 -4.79905
C -1.62648 5.16953 -5.61720
C -0.26560 5.53717 -5.69342
N 0.70150 4.93322 -5.05871
H -1.17729 2.72497 -3.51310
H -2.90056 3.72880 -4.63901
H -2.39461 5.68131 -6.17530
H 0.03168 6.38214 -6.31061
```

What are the Löwdin partial charges on each atom? They are as follows, in elementary charge units: 1.3707, -0.0518, -0.2496, -0.2427, -0.0900, -0.2453, -0.2823, 0.0037, 0.0680, 0.0828, 0.0953, 0.1087, 0.1137, 0.1159, 0.0996, 0.1114, 0.1138, 0.1094, 0.0989, 0.0668, 0.0696, 0.7162, -0.6047, -0.1935, -0.6387, 0.7124, -0.1939, -0.0386, -0.0388, -0.1182, 0.0215, -0.1598, -0.4569, -0.2442, 0.0884, 0.0715, 0.1036, 0.0839, 0.0546, -0.2767, -0.0663, -0.2280, -0.1799, -0.2254, 0.0324, 0.0490, -0.2108, -0.0003, -0.0605, -0.0634, -0.1640, 0.0224, 0.0948, 0.1256, 0.1044, 0.1037, 0.1026, 0.0991, 0.1012, -0.6567, 0.1153, 0.1162, 0.4255, -0.2863, -0.3526, -0.3862, 0.6698, -0.8590, 0.0712, -0.0722, -0.0683, -0.1499, 0.0503, 0.0677, 0.1286, 0.0909, 0.1041

Here is a molecular structure, C29H27F6N9SSbScTe from the OMol25 dataset. Energies are from ωB97M-V/def2-TZVPD.

- Gap between HOMO and LUMO (alpha / beta): 6.8 / 5.1 eV
- <S²>: 0.754
- Multiplicity: 2
- HOMO level (alpha / beta): -0.57181 / -0.57181 Eh
- LUMO level (alpha / beta): -8.8 / -10.5 eV
- E_tot: -3879.919961 a.u.
- Energy relative to the best compared isomer or geometry (same formula, charge and spin): 160.9 kJ/mol
- Net charge: +3

```
75
C29H27F6N9SSbScTe, DFT ωB97M-V/def2-TZVPD
Sc -0.52866 0.87345 0.18123
C -4.38311 -1.51723 0.08061
C -3.47469 -0.47196 0.15765
N -2.23898 -0.59502 -0.32871
C -1.91326 -1.75810 -0.90621
C -2.82410 -2.80894 -0.93386
N -4.04821 -2.68753 -0.44471
C -0.56051 -1.81273 -1.49472
C -0.14558 -2.84783 -2.30657
C 1.13264 -2.82248 -2.86493
C 1.93766 -1.72462 -2.56020
C 1.45767 -0.71864 -1.74426
N 0.22099 -0.74954 -1.21664
C 2.25855 0.47061 -1.38485
C 3.55511 0.66904 -1.84769
N 4.27045 1.73720 -1.52747
C 3.68884 2.62973 -0.74254
C 2.39576 2.45358 -0.26820
N 1.67018 1.37568 -0.57922
C 1.60912 -3.90174 -3.74660
C 1.24267 -5.22409 -3.51552
C 1.72509 -6.20350 -4.37223
N 2.50669 -5.94167 -5.41417
C 2.84624 -4.67656 -5.63657
C 2.43429 -3.62367 -4.83207
H -5.39038 -1.40756 0.46192
H -3.74089 0.46465 0.62880
H -2.56037 -3.77333 -1.34825
H -0.81605 -3.66044 -2.54487
H 2.93905 -1.68401 -2.96031
H 4.03499 -0.05014 -2.49685
H 4.25329 3.51503 -0.47802
H 1.95658 3.20816 0.36439
H 0.62723 -5.50722 -2.67119
H 1.47099 -7.24417 -4.21020
H 3.47538 -4.49149 -6.49901
H 2.72782 -2.61234 -5.08302
C -1.71974 4.21629 3.85765
N -2.46743 3.88206 2.64309
C -3.84141 3.97107 2.50343
C -4.14550 3.61288 1.24471
N -2.94278 3.29482 0.61502
C -1.91739 3.47760 1.49543
S -0.24689 3.25230 1.20636
C -2.79837 3.06607 -0.77756
C -3.60130 3.74947 -1.67250
C -3.43307 3.50680 -3.02588
C -2.45785 2.60998 -3.43778
C -1.70226 1.97947 -2.47318
N -1.86931 2.18576 -1.15473
H -2.42585 4.28904 4.67915
H -1.21008 5.16785 3.72458
H -0.99600 3.43076 4.05718
H -4.47381 4.27436 3.31950
H -5.09458 3.53089 0.74571
H -4.32050 4.47513 -1.32068
H -4.04659 4.02724 -3.74909
H -2.28460 2.40404 -4.48402
H -0.93084 1.27062 -2.75493
F 0.44714 -0.24929 1.75126
Sb -0.78605 -0.34698 3.33646
F 0.43864 -1.41076 4.26860
F 0.10022 1.19044 3.92548
F -1.71756 0.72620 1.96142
F -2.17293 -0.12945 4.53101
F -1.54050 -1.82889 2.50049
C 5.28157 -0.04921 6.03772
Te 3.49829 -0.23242 4.93366
C 3.68865 -2.28698 4.53077
H 6.11437 -0.22649 5.35763
H 5.27333 -0.80124 6.82525
H 5.32980 0.95236 6.45527
H 3.62127 -2.82131 5.47838
H 4.66218 -2.46015 4.07536
H 2.87520 -2.58090 3.87482
```

What are the Löwdin partial charges on each atom? They are as follows, in elementary charge units: 0.9717, -0.0474, -0.0746, 0.0327, -0.1665, -0.0154, 0.1492, -0.1626, 0.0868, -0.0929, 0.0827, -0.1722, 0.0609, -0.1670, -0.0237, 0.1401, -0.0553, -0.1011, 0.0450, -0.1808, -0.0016, -0.1000, 0.1000, -0.1001, -0.0021, 0.1331, 0.1114, 0.1322, 0.1286, 0.1222, 0.1275, 0.1329, 0.0312, 0.1173, 0.1223, 0.1224, 0.1171, 0.0217, -0.0818, 0.0198, 0.0039, 0.0055, -0.6472, 0.7822, -0.2471, 0.0509, 0.0170, -0.0002, -0.0897, 0.0135, 0.1095, 0.1125, 0.0710, 0.1489, 0.1427, 0.1351, 0.1383, 0.1315, 0.1156, -0.3834, 1.4538, -0.3457, -0.3419, -0.3925, -0.2796, -0.2913, -0.3680, 1.5795, -0.3685, 0.0351, 0.0376, 0.0231, 0.0426, 0.0350, 0.0065

Here is a molecular structure, C29H27N5O5SbW from the OMol25 dataset. Energies are from ωB97M-V/def2-TZVPD.

- Gap between HOMO and LUMO (alpha / beta): 6.1 / 6.1 eV
- Multiplicity: 1
- HOMO level (alpha / beta): -0.39560 / -0.39561 Eh
- LUMO level (alpha / beta): -4.6 / -4.6 eV
- E_tot: -2078.449690 a.u.
- Energy relative to the best compared isomer or geometry (same formula, charge and spin): 93.0 kJ/mol
- Net charge: +1

```
68
C29H27N5O5SbW, DFT ωB97M-V/def2-TZVPD
W 0.15415 -0.42242 0.67461
O 1.68435 -4.21902 0.12531
C 1.46485 -3.04172 0.29731
N 0.23715 -2.40052 0.22261
C -0.81285 -2.93662 -0.48959
O -0.74915 -3.80372 -1.34169
C -2.05035 -2.17952 -0.19409
C -3.29095 -2.69802 -0.54609
C -4.44025 -2.02502 -0.18829
C -4.29445 -0.84472 0.55371
C -3.04155 -0.36532 0.84651
N -1.89095 -0.97502 0.45331
C 2.54525 -2.05792 0.60581
C 3.85285 -2.50902 0.75001
C 4.87985 -1.60692 0.93401
C 4.56485 -0.24042 0.92081
C 3.26045 0.15208 0.76711
N 2.21955 -0.71662 0.63111
H -3.29315 -3.63352 -1.08179
H -5.41765 -2.39972 -0.44359
H -5.15705 -0.30432 0.90851
H -2.93225 0.53998 1.43411
H 4.02165 -3.57352 0.70591
H 5.89685 -1.93652 1.06301
H 5.33865 0.50078 1.03481
H 2.99365 1.20488 0.71661
O -2.64365 4.32508 0.63431
C -2.49185 4.01108 -0.65359
C -3.16435 4.78738 -1.60009
C -3.05335 4.51208 -2.94479
C -2.25085 3.46438 -3.39079
C -1.57585 2.69148 -2.47609
C -1.68765 2.94238 -1.10169
C -1.01555 2.06728 -0.16119
O -0.15695 1.13558 -0.58069
N -1.29265 2.08398 1.10331
N -0.65095 1.10298 1.82631
C 0.69605 1.31668 2.02641
C 1.23015 0.67488 3.23821
C 1.98225 1.31858 4.21701
C 2.24175 0.67858 5.41691
C 1.76265 -0.60362 5.64811
C 1.06385 -1.28772 4.66501
C 0.80595 -0.66152 3.44901
O 0.21155 -1.26982 2.40951
H -2.16535 3.68748 1.19761
H -3.77505 5.59908 -1.23819
H -3.59155 5.11578 -3.65869
H -2.15305 3.27238 -4.44819
H -0.95755 1.86448 -2.80149
H 1.06285 2.33138 1.78931
H 2.31885 2.33118 4.05231
H 2.80015 1.19438 6.18231
H 1.94005 -1.07512 6.60241
H 0.71205 -2.29512 4.82221
C -1.25495 -0.94982 -2.99609
Sb 0.77105 -0.87282 -2.23489
C 1.60385 -2.58032 -3.26039
C 1.51115 0.58568 -3.66549
H -1.28725 -0.46662 -3.96939
H -1.92465 -0.42972 -2.30789
H -1.56315 -1.98872 -3.09639
H 1.36605 -2.50612 -4.31659
H 1.20425 -3.50682 -2.85459
H 2.68555 -2.56382 -3.13869
H 0.87865 0.59418 -4.54559
H 2.50715 0.28088 -3.96509
H 1.55715 1.58068 -3.23409
```

What are the Löwdin partial charges on each atom? They are as follows, in elementary charge units: 1.6827, 0.1482, -0.4416, -0.1212, -0.4848, 0.1119, -0.1777, 0.0309, 0.0098, -0.0041, -0.0557, -0.0066, -0.1611, 0.0383, 0.0055, -0.0089, -0.0794, -0.0908, 0.1352, 0.1245, 0.1217, 0.1132, 0.1341, 0.1234, 0.1211, 0.1257, 0.0874, -0.2597, 0.0036, -0.0578, -0.0767, -0.0283, -0.0813, -0.3872, -0.3191, 0.0354, -0.1743, -0.2054, -0.1818, -0.0262, -0.0741, -0.0637, 0.0098, -0.2979, -0.1955, 0.0769, 0.1239, 0.1119, 0.1052, 0.0790, 0.1504, 0.1157, 0.1078, 0.1107, 0.1209, -0.2513, 1.4741, -0.2519, -0.2683, 0.0174, 0.0022, 0.0163, 0.0213, 0.0036, 0.0119, 0.0131, 0.0046, 0.0034

Here is a molecular structure, C29H28AsEuN3O4S4Se from the OMol25 dataset. Energies are from ωB97M-V/def2-TZVPD.

- Gap between HOMO and LUMO (alpha / beta): 4.7 / 4.7 eV
- <S²>: 15.813
- Multiplicity: 8
- HOMO level (alpha / beta): -0.02180 / -0.02284 Eh
- LUMO level (alpha / beta): 4.1 / 4.1 eV
- E_tot: -8527.436738 a.u.
- Energy relative to the best compared isomer or geometry (same formula, charge and spin): 0.0 kJ/mol
- Net charge: -2

```
71
C29H28AsEuN3O4S4Se, DFT ωB97M-V/def2-TZVPD
Eu 1.99320 0.63131 -0.55750
C -3.44678 -2.41219 -0.32065
C -2.11857 -2.11219 0.03900
C -1.11632 -3.01211 -0.16039
C -1.39616 -4.19986 -0.90259
C -2.69925 -4.45173 -1.34700
C -3.71550 -3.52265 -1.07707
H -4.17430 -1.62859 -0.15168
H -1.90814 -1.20312 0.51305
H -0.03542 -2.75691 0.08929
H -0.54465 -4.85957 -1.13454
H -2.97731 -5.38428 -1.81429
H -4.73744 -3.66094 -1.51715
S 3.74226 2.91610 -0.27997
As 1.22522 4.06025 -2.17354
S 2.14413 4.15727 0.06004
S 1.13899 1.84416 -2.77827
S -0.54795 5.24496 -1.82912
C 1.30883 0.55654 4.28182
N 1.75579 1.50456 3.19424
C 1.43872 2.92110 3.52322
C 3.28546 1.40368 2.93630
C 3.71999 0.06663 2.57640
C 4.49987 -0.76977 3.39747
C 4.73571 -2.10420 3.06607
C 4.09662 -2.70191 2.02244
C 3.11345 -1.95730 1.28701
C 3.09433 -0.59680 1.50009
H 0.23548 0.48770 4.26016
H 1.62381 0.89648 5.26557
H 1.71642 -0.43201 4.05176
H 1.11399 1.27560 2.39267
H 1.95676 3.20987 4.45195
H 0.35593 3.06448 3.66160
H 1.80538 3.58700 2.73724
H 3.77800 1.64163 3.89081
H 3.52183 2.13672 2.15612
H 4.79825 -0.42021 4.38209
H 5.46739 -2.59402 3.71156
H 4.27969 -3.70709 1.74836
H 2.47701 -2.46231 0.58385
Se 3.85427 -1.58650 -1.78449
N 2.03914 -1.61275 -1.63825
C 1.50521 -1.68933 -2.88472
C 0.15794 -1.73600 -3.15258
C -0.25917 -2.06853 -4.44475
C 0.66803 -2.00072 -5.53733
C 1.99486 -1.88624 -5.29686
C 2.48182 -1.76161 -3.97744
N 3.75470 -1.67377 -3.63478
H -0.61564 -1.61152 -2.38282
H -1.29061 -2.35635 -4.57330
H 0.22705 -2.18231 -6.49183
H 2.72444 -1.91945 -6.06607
O -1.28234 1.48338 2.41994
C -1.08520 1.41488 1.19964
O 0.03842 0.94729 0.69603
C -2.23646 1.83260 0.34995
C -2.23362 1.68114 -1.04977
C -3.32707 2.14421 -1.86199
C -4.47294 2.54239 -1.23106
O -5.64123 3.08769 -1.75480
C -6.42184 3.41415 -0.60869
O -5.73827 2.92181 0.54878
C -4.51025 2.53459 0.15109
C -3.45290 2.27504 0.96125
H -1.32063 1.20254 -1.50820
H -3.13599 2.14605 -2.94669
H -7.32959 2.85094 -0.72985
H -6.57424 4.53997 -0.56392
H -3.52258 2.41012 2.05713
```

What are the Löwdin partial charges on each atom? They are as follows, in elementary charge units: 1.3600, -0.0889, -0.0920, -0.0980, -0.0849, -0.1118, -0.1235, 0.0994, 0.0748, 0.1144, 0.1033, 0.0839, 0.1070, -0.3287, -0.0464, -0.3097, -0.2993, -0.4325, 0.0047, -0.1428, -0.0410, -0.1335, -0.3108, -0.0786, -0.1371, -0.1034, -0.2139, -0.2269, 0.0798, 0.0924, 0.0959, 0.1136, 0.0940, 0.0995, 0.0338, 0.1279, 0.0276, 0.0915, 0.0897, 0.0767, 0.0289, 0.9200, -0.4539, -0.4466, -0.0853, -0.0928, -0.1188, -0.0713, -0.4264, -0.2560, 0.0967, 0.0810, 0.0754, 0.0872, -0.0054, -0.5685, -0.2782, -0.1300, -0.0182, 0.0248, -0.2065, 0.0126, -0.1479, 0.0143, -0.2563, 0.0659, 0.0626, 0.1266, 0.1179, 0.1491, 0.1328